Version one
Density functional theory data (ωB97M-V with the def2-TZVPD basis set) for a single C7H13OP molecule.

The geometry in XYZ format:
```
22
Properties=species:S:1:pos:R:3
O -0.347 2.480 2.205
P -0.039 1.188 1.464
C -1.495 0.829 0.353
C -1.516 -0.177 -0.815
C -1.228 -1.525 -0.091
C -0.040 -1.915 -0.143
C 1.379 -1.269 -0.491
C 1.347 0.303 -0.898
C 1.309 1.470 0.277
H 0.056 -0.191 2.315
H -1.853 1.802 0.033
H -2.254 0.417 1.076
H -0.837 -0.194 -1.743
H -2.472 -0.049 -1.323
H -2.122 -2.007 0.240
H 0.099 -2.895 0.328
H 1.934 -1.864 -1.263
H 1.966 -1.318 0.520
H 2.397 0.482 -1.280
H 0.465 0.486 -1.550
H 2.280 1.478 0.825
H 0.970 2.468 -0.040
```

Its net charge is 0. The SMILES is O=[P@H]1CC/C=C\CCC1. The value obtained for the HOMO energy is -9.567 eV. For the LUMO energy, the calculation gives 0.8235 eV. The HOMO-LUMO gap is 10.39 eV.

Atom charges from the natural (NBO) analysis, given in e for atoms 1 to 8: -1.088, 1.671, -0.770, -0.444, -0.192, -0.196, -0.442, -0.414

Version two
Density functional theory data (ωB97M-V with the def2-TZVPD basis set) for 2 unconnected molecules or ions with the total composition C7H13OP.

The geometry in XYZ format:
```
22
Properties=species:S:1:pos:R:3
C -3.353 -0.628 -0.126
C 2.097 -1.589 -0.149
C -2.486 -0.001 0.624
C -0.281 0.029 1.850
C -1.103 -0.609 0.709
C -0.014 0.427 0.423
C 1.195 0.515 -2.024
O 2.572 2.701 0.132
P 1.561 -0.018 -0.362
H -4.439 -0.284 -0.109
H -3.152 -1.489 -0.702
H 2.831 -1.890 -0.790
H 2.203 -1.978 0.901
H -2.882 0.776 1.332
H -0.871 0.516 2.538
H 0.370 -0.739 2.347
H -0.839 -1.597 0.571
H -0.195 1.453 0.234
H 1.200 1.597 -2.267
H 1.865 0.289 -2.734
H 0.317 0.116 -2.478
H 3.404 2.405 0.081
```

Its net charge is 0. The value obtained for the HOMO energy (alpha / beta) is -7.334 / -9.416 eV. For the LUMO energy (alpha / beta), the calculation gives -1.0138 / -0.6489 eV. The HOMO-LUMO gap (alpha / beta) is 6.32 / 8.77 eV.

Atom charges from the natural (NBO) analysis, given in e for atoms 1 to 8: -0.376, -0.915, -0.201, -0.384, -0.244, -0.556, -0.999, -0.851

Stability order, top to bottom: version one, version two

Version one
Density functional theory data (ωB97M-V with the def2-TZVPD basis set) for a single C7H14O4 molecule.

The geometry in XYZ format:
```
25
Properties=species:S:1:pos:R:3
C 2.472 -0.941 1.414
O 1.815 -0.072 0.520
C 0.722 -0.603 -0.197
C 0.985 -1.984 -0.782
C -0.522 -0.578 0.701
C -1.082 0.844 0.761
C -1.579 1.219 -0.627
O -1.492 2.629 -0.864
O -2.407 3.249 0.038
C -0.724 0.566 -1.701
O 0.599 0.326 -1.262
H 3.217 -0.330 1.937
H 3.002 -1.748 0.893
H 1.802 -1.376 2.169
H 0.166 -2.247 -1.460
H 1.928 -1.980 -1.344
H 1.037 -2.750 0.003
H -1.278 -1.282 0.318
H -0.232 -0.931 1.705
H -0.271 1.537 1.023
H -1.878 0.945 1.513
H -2.633 0.914 -0.746
H -1.785 3.726 0.616
H -0.647 1.230 -2.571
H -1.213 -0.363 -2.058
```

Its net charge is 0. The SMILES is CO[C@@]1(C)CC[C@@H](OO)CO1. The value obtained for the HOMO energy is -9.643 eV. For the LUMO energy, the calculation gives 0.7979 eV. The HOMO-LUMO gap is 10.44 eV.

Atom charges from the natural (NBO) analysis, given in e for atoms 1 to 8: -0.256, -0.534, 0.547, -0.665, -0.460, -0.436, 0.055, -0.279

Version two
Density functional theory data (ωB97M-V with the def2-TZVPD basis set) for a molecular structure, C7H14O4.

The geometry in XYZ format:
```
25
Properties=species:S:1:pos:R:3
C -1.796 2.254 -0.743
C -0.564 1.150 0.818
C 0.922 1.270 0.125
C 1.825 0.021 0.304
C 0.753 -1.039 -0.611
C -0.373 -1.110 0.366
C -0.034 -1.960 1.747
H -2.298 1.462 -1.333
H -2.707 3.011 -0.790
H -0.863 2.535 -1.346
H -0.170 0.938 1.944
H 0.821 1.444 -1.132
H 1.473 2.077 0.481
H 1.847 -0.351 1.426
H 2.645 0.519 -0.228
H 1.313 -2.076 -0.886
H -0.297 -1.723 -3.283
H -1.000 -1.906 -0.113
H 0.811 -1.677 2.689
H 0.257 -3.015 1.279
H -0.954 -2.016 2.400
O -1.479 2.248 0.760
O 0.312 -0.322 -1.700
O 0.611 -1.750 -2.533
O -1.053 0.017 0.358
```

Its net charge is 0. The value obtained for the HOMO energy is -9.062 eV. For the LUMO energy, the calculation gives -0.4897 eV. The HOMO-LUMO gap is 8.57 eV.

Atom charges from the natural (NBO) analysis, given in e for atoms 1 to 8: -0.316, 0.405, -0.454, -0.468, 0.060, 0.071, -0.677, 0.204

Stability order, top to bottom: version one, version two

Version one
Density functional theory data (ωB97M-V with the def2-TZVPD basis set) for a gas-phase ion, C3H2NO3 (charge -1).

The geometry in XYZ format:
```
9
Properties=species:S:1:pos:R:3
C -1.410 1.132 -1.445
C -0.217 0.406 1.635
C -0.496 -0.972 -0.721
N 0.279 -0.579 0.213
O 0.512 -0.027 2.473
O -0.436 -2.082 -1.195
O -1.510 -0.098 -1.136
H -0.364 1.661 -1.304
H 0.925 -1.230 0.628
```

Its net charge is -1. The value obtained for the HOMO energy is -3.811 eV. For the LUMO energy, the calculation gives 4.2083 eV. The HOMO-LUMO gap is 8.02 eV.

Atom charges from the natural (NBO) analysis, given in e for atoms 1 to 8: 0.079, 0.325, 0.823, -0.795, -0.685, -0.695, -0.489, 0.061

Version two
Density functional theory data (ωB97M-V with the def2-TZVPD basis set) for a gas-phase ion, C3H2NO3 (charge -1).

The geometry in XYZ format:
```
9
Properties=species:S:1:pos:R:3
O -1.283 1.948 2.215
C -0.973 1.510 1.185
C -0.932 0.769 0.151
C 0.078 -0.224 -0.217
O 0.156 -0.633 -1.432
N 0.974 -0.580 0.693
O 1.142 -0.079 1.907
H -1.479 1.011 -0.848
H 1.566 -1.266 0.313
```

Its net charge is -1. The SMILES is O=C=CC(=O)N[O-]. The value obtained for the HOMO energy is -2.362 eV. For the LUMO energy, the calculation gives 3.9813 eV. The HOMO-LUMO gap is 6.34 eV.

Atom charges from the natural (NBO) analysis, given in e for atoms 1 to 8: -0.494, 0.730, -0.631, 0.547, -0.788, -0.234, -0.733, 0.273

Version three
Density functional theory data (ωB97M-V with the def2-TZVPD basis set) for a gas-phase ion, C3H2NO3 (charge -1).

The geometry in XYZ format:
```
9
Properties=species:S:1:pos:R:3
C 0.872 -0.695 -1.922
C -0.624 0.884 1.923
C -0.973 -0.620 -0.095
N -0.985 0.005 1.018
O 0.198 -0.092 -1.030
O -1.096 2.004 2.041
O 1.052 -1.870 -2.188
H 1.602 0.006 -2.419
H -0.046 0.378 2.672
```

Its net charge is -1. The value obtained for the HOMO energy is -3.792 eV. For the LUMO energy, the calculation gives 4.0938 eV. The HOMO-LUMO gap is 7.89 eV.

Atom charges from the natural (NBO) analysis, given in e for atoms 1 to 8: 0.671, 0.500, 0.246, -0.631, -0.603, -0.657, -0.660, 0.048

Stability order, top to bottom: version three, version two, version one

Version one
Density functional theory data (ωB97M-V with the def2-TZVPD basis set) for a single C21H25N3O molecule.

The geometry in XYZ format:
```
50
Properties=species:S:1:pos:R:3
C -1.705 3.964 1.054
C -0.664 4.917 0.458
C -0.733 6.288 1.119
C 0.714 4.292 0.665
O 1.476 4.614 1.554
N 1.011 3.344 -0.256
C 2.124 2.447 -0.070
C 1.754 1.259 0.830
C 0.577 0.506 0.309
N -0.223 0.933 -0.629
C -1.186 -0.032 -0.777
C -2.273 -0.092 -1.640
C -3.084 -1.204 -1.566
C -2.835 -2.232 -0.655
C -1.763 -2.188 0.212
C -0.935 -1.080 0.136
N 0.196 -0.704 0.825
C 0.903 -1.508 1.783
C 1.980 -2.381 1.108
C 1.353 -3.254 0.058
C 0.832 -4.497 0.393
C 0.176 -5.262 -0.555
C 0.027 -4.788 -1.847
C 0.551 -3.555 -2.191
C 1.213 -2.794 -1.245
H -1.531 3.844 2.121
H -2.706 4.364 0.912
H -1.655 2.984 0.581
H -0.843 5.014 -0.618
H -0.033 6.972 0.646
H -0.463 6.203 2.169
H -1.737 6.701 1.042
H 0.259 2.935 -0.799
H 2.443 2.088 -1.051
H 2.933 3.013 0.398
H 1.513 1.644 1.826
H 2.617 0.596 0.925
H -2.465 0.707 -2.339
H -3.936 -1.287 -2.225
H -3.498 -3.084 -0.630
H -1.578 -2.992 0.909
H 1.363 -0.855 2.530
H 0.175 -2.152 2.284
H 2.735 -1.736 0.653
H 2.461 -2.987 1.877
H 0.940 -4.866 1.403
H -0.225 -6.227 -0.282
H -0.493 -5.381 -2.585
H 0.440 -3.180 -3.198
H 1.619 -1.830 -1.521
```

Its net charge is 0. The SMILES is CC(C)C(=O)NCCc1nc2ccccc2n1CCc1ccccc1. The value obtained for the HOMO energy is -8.487 eV. For the LUMO energy, the calculation gives 0.6481 eV. The HOMO-LUMO gap is 9.13 eV.

Atom charges from the natural (NBO) analysis, given in e for atoms 1 to 8: -0.602, -0.307, -0.598, 0.687, -0.644, -0.635, -0.214, -0.465

Version two
Density functional theory data (ωB97M-V with the def2-TZVPD basis set) for a single C21H25N3O molecule.

The geometry in XYZ format:
```
50
Properties=species:S:1:pos:R:3
C -6.664 -1.425 -2.759
C -6.774 -1.254 -1.249
C -5.595 -1.902 -0.526
C -5.684 -1.799 0.997
C -5.472 -0.375 1.530
C -4.101 0.138 1.197
C -2.995 -0.301 1.917
C -1.723 0.136 1.605
C -1.525 1.032 0.556
C -0.202 1.517 0.213
C 1.035 1.244 0.776
N 1.905 1.990 0.062
C 3.336 2.052 0.189
C 3.966 0.763 -0.279
C 3.730 0.320 -1.577
C 4.285 -0.869 -2.004
C 5.080 -1.629 -1.159
C 5.319 -1.192 0.138
O 6.078 -1.846 1.058
C 6.691 -3.058 0.687
C 4.750 0.007 0.571
N 1.255 2.665 -0.880
N 0.011 2.397 -0.798
C -2.630 1.474 -0.168
C -3.898 1.030 0.151
H -7.509 -0.958 -3.261
H -6.647 -2.480 -3.025
H -5.749 -0.966 -3.127
H -7.705 -1.706 -0.898
H -6.813 -0.189 -1.015
H -5.559 -2.960 -0.800
H -4.664 -1.442 -0.863
H -4.924 -2.449 1.436
H -6.662 -2.159 1.327
H -6.230 0.290 1.114
H -5.599 -0.392 2.616
H -3.136 -0.992 2.736
H -0.880 -0.217 2.181
H 1.351 0.616 1.581
H 3.664 2.886 -0.437
H 3.601 2.255 1.231
H 3.111 0.907 -2.238
H 4.103 -1.217 -3.009
H 5.502 -2.552 -1.523
H 7.243 -3.389 1.564
H 7.387 -2.917 -0.146
H 5.950 -3.817 0.418
H 4.947 0.327 1.583
H -2.471 2.168 -0.978
H -4.745 1.386 -0.419
```

Its net charge is 0. The SMILES is CCCCCc1ccc(-c2cn(Cc3cccc(OC)c3)nn2)cc1. The value obtained for the HOMO energy is -8.164 eV. For the LUMO energy, the calculation gives 0.7044 eV. The HOMO-LUMO gap is 8.87 eV.

Atom charges from the natural (NBO) analysis, given in e for atoms 1 to 8: -0.599, -0.394, -0.402, -0.378, -0.424, -0.004, -0.222, -0.198

Stability order, top to bottom: version one, version two

Version one
Density functional theory data (ωB97M-V with the def2-TZVPD basis set) for 4 unconnected molecules or ions with the total composition C4H8Cl8.

The geometry in XYZ format:
```
20
Properties=species:S:1:pos:R:3
Cl -15.454 -7.710 -2.430
C -15.948 -7.251 -4.091
Cl -17.621 -6.652 -4.100
H -15.282 -6.468 -4.425
H -15.908 -8.135 -4.711
Cl -15.055 -10.882 -5.580
C -14.669 -12.584 -5.461
Cl -12.903 -12.820 -5.245
H -15.126 -13.005 -4.573
H -15.002 -13.142 -6.328
Cl -20.004 -9.595 -4.646
C -18.547 -9.905 -5.626
Cl -18.515 -9.022 -7.164
H -17.663 -9.694 -5.038
H -18.494 -10.959 -5.881
Cl -12.060 -12.208 -9.332
C -10.720 -12.341 -8.209
Cl -9.268 -11.476 -8.655
H -11.027 -11.974 -7.231
H -10.491 -13.387 -8.013
```

Its net charge is 0. The SMILES is ClCCl.ClCCl.ClCCl.ClCCl. The value obtained for the HOMO energy is -10.907 eV. For the LUMO energy, the calculation gives 0.3515 eV. The HOMO-LUMO gap is 11.26 eV.

Atom charges from the natural (NBO) analysis, given in e for atoms 1 to 8: -0.038, -0.375, -0.022, 0.226, 0.210, -0.016, -0.388, -0.045

Version two
Density functional theory data (ωB97M-V with the def2-TZVPD basis set) for 4 unconnected molecules or ions with the total composition C4H8Cl8.

The geometry in XYZ format:
```
20
Properties=species:S:1:pos:R:3
Cl -25.545 0.652 11.618
C -24.887 1.844 12.744
Cl -24.060 3.091 11.801
H -25.686 2.311 13.308
H -24.187 1.331 13.394
Cl -27.432 3.798 9.740
C -27.056 2.254 8.932
Cl -28.187 1.006 9.439
H -27.147 2.321 7.854
H -26.028 2.036 9.198
Cl -22.277 -0.162 15.129
C -20.588 0.381 14.865
Cl -20.200 0.368 13.140
H -20.560 1.387 15.257
H -19.961 -0.367 15.328
Cl -22.102 -0.781 10.427
C -22.118 0.751 9.544
Cl -20.858 1.876 10.078
H -21.916 0.626 8.487
H -23.108 1.154 9.727
```

Its net charge is 0. The SMILES is ClCCl.ClCCl.ClCCl.ClCCl. The value obtained for the HOMO energy is -10.715 eV. For the LUMO energy, the calculation gives 0.5963 eV. The HOMO-LUMO gap is 11.31 eV.

Atom charges from the natural (NBO) analysis, given in e for atoms 1 to 8: -0.033, -0.393, -0.032, 0.225, 0.233, -0.035, -0.394, -0.016

Stability order, top to bottom: version two, version one